# 1
This record from OMol25 describes a 11-piece molecular cluster, C3H28N2O11 overall in a non-equilibrium geometry. The level of theory is ωB97M-V/def2-TZVPD.

Geometry as XYZ:
```
44
Properties=species:S:1:pos:R:3:nbo_charge:R:1
C 0.918 3.259 0.059 -0.24
N -0.223 2.487 -0.364 -0.62
C -1.355 2.140 0.346 0.81
N -1.475 2.680 1.627 -0.84
O -2.189 1.503 -0.321 -0.73
C 2.132 2.272 0.113 -0.62
H 0.890 3.517 1.189 0.20
H 1.295 4.183 -0.502 0.22
H -0.398 2.507 -1.360 0.42
H -1.919 2.185 2.423 0.40
H -0.645 2.751 2.163 0.40
H 3.018 2.568 -0.417 0.21
H 2.066 1.251 -0.247 0.21
H 2.298 2.148 1.267 0.21
H 4.022 -2.390 -1.621 0.47
H 2.944 -2.118 -0.529 0.49
O 3.128 -2.186 -1.497 -0.96
H 2.338 0.264 -4.379 0.46
H 3.140 0.335 -3.246 0.46
O 2.833 0.955 -3.894 -0.93
H -0.924 -2.061 1.508 0.49
H -0.348 -2.765 0.424 0.49
O -0.056 -2.371 1.237 -1.01
H -1.069 0.448 -2.870 0.48
H -2.426 0.402 -2.213 0.47
O -1.983 0.686 -3.016 -0.95
H -2.233 -1.497 2.891 0.49
H -2.480 -0.589 1.609 0.52
O -1.870 -0.844 2.308 -0.98
H -4.461 -0.534 -0.374 0.48
H -3.571 0.431 0.230 0.50
O -3.888 -0.454 0.408 -0.99
H -1.832 -4.480 -0.073 0.48
H -1.045 -4.660 -1.374 0.49
O -1.222 -4.044 -0.640 -0.96
H 0.547 -0.508 -0.725 0.49
H -0.900 -0.748 -1.271 0.48
O -0.098 -0.212 -1.427 -0.96
H 1.872 -2.079 2.843 0.45
H 1.513 -2.869 1.677 0.49
O 2.263 -2.428 2.089 -0.96
H -0.112 0.075 1.567 0.49
H 1.071 0.042 2.311 0.47
O 0.433 0.748 2.071 -0.97
```

Calculated values
E (eV): -29067.24420
Structure (SMILES): CCNC(N)=O.O.O.O.O.O.O.O.O.O.O
Energy relative to the best compared isomer or geometry (same formula, charge and spin) (eV): 4.056
Orbital gap (eV): 9.1
LUMO (eV): -0.1

# 2
This record from OMol25 describes C39H46Cl60NO3PS2 as an isolated structure in a non-equilibrium geometry. The level of theory is ωB97M-V/def2-TZVPD.

Geometry as XYZ:
```
152
Properties=species:S:1:pos:R:3:mulliken_charge:R:1
C 0.892 -4.623 6.960 -1.46
C -0.574 -5.031 6.667 0.43
C -1.346 -3.790 6.134 -1.00
C -1.746 -3.976 4.645 0.60
C -1.759 -2.611 3.942 -1.51
C -2.304 -2.698 2.505 0.73
C -2.066 -1.340 1.797 -0.29
C -2.233 -1.505 0.248 -2.22
N -1.008 -1.226 -0.505 0.14
C 0.020 -2.256 -0.277 -0.78
C -0.430 -3.651 -0.685 -0.53
C 0.731 -4.598 -1.007 -1.10
C 1.823 -4.688 0.080 -0.86
C 1.301 -4.844 1.538 1.26
C 1.369 -6.265 2.135 0.32
C 2.788 -6.834 2.305 -0.40
C 3.654 -6.089 3.334 -1.30
C -0.561 0.047 -0.324 0.01
S -1.532 1.365 -0.508 0.21
S 1.144 0.352 0.177 -0.04
C 1.582 1.844 -0.765 -0.52
C 1.526 3.093 0.138 -0.39
C 2.811 3.284 0.988 -0.77
P 3.576 4.923 0.514 -0.17
C 3.115 6.170 1.835 -0.73
C 3.758 5.874 3.170 0.19
O 3.157 5.462 4.078 -0.50
C 5.450 4.789 0.531 0.30
C 5.824 3.720 -0.479 -0.38
O 5.846 3.905 -1.609 -0.38
O 6.158 2.501 0.031 -0.44
H 1.293 -4.100 6.090 0.33
H 0.886 -3.956 7.826 0.38
H 1.493 -5.495 7.228 0.34
H -1.012 -5.461 7.565 0.01
H -0.553 -5.782 5.872 0.09
H -2.221 -3.587 6.754 0.32
H -0.671 -2.929 6.165 0.48
H -2.738 -4.432 4.597 0.27
H -0.983 -4.611 4.184 -0.46
H -2.344 -1.906 4.541 0.37
H -0.738 -2.211 3.892 0.50
H -1.855 -3.527 1.951 -0.34
H -3.379 -2.890 2.605 -0.08
H -1.052 -1.029 2.063 0.37
H -2.803 -0.627 2.165 0.59
H -3.037 -0.836 -0.047 0.61
H -2.613 -2.515 0.095 0.61
H 0.390 -2.226 0.757 0.54
H 0.874 -2.010 -0.913 0.85
H -1.089 -3.629 -1.558 0.54
H -1.011 -4.101 0.128 -0.44
H 1.209 -4.242 -1.929 0.44
H 0.315 -5.584 -1.241 0.40
H 2.417 -5.575 -0.157 0.44
H 2.506 -3.838 0.031 0.38
H 0.280 -4.481 1.685 -1.10
H 1.940 -4.217 2.168 0.22
H 0.959 -6.187 3.154 -0.13
H 0.715 -6.969 1.614 -0.33
H 3.294 -6.902 1.339 0.29
H 2.678 -7.862 2.670 0.44
H 3.415 -6.418 4.347 0.29
H 4.705 -6.333 3.152 0.38
H 3.568 -5.003 3.274 0.28
H 2.590 1.773 -1.181 0.62
H 0.899 2.028 -1.595 -0.32
H 0.674 3.052 0.817 0.35
H 1.382 3.971 -0.502 0.44
H 3.528 2.466 0.887 0.64
H 2.525 3.376 2.041 0.44
H 2.028 6.216 1.912 0.41
H 3.451 7.135 1.441 0.42
H 4.857 6.056 3.219 0.19
H 5.829 5.756 0.204 0.00
H 5.803 4.496 1.526 0.51
H 6.645 2.694 0.846 0.34
C 0.153 4.523 -4.247 0.17
Cl -0.238 3.440 -2.903 -0.05
Cl -0.267 6.181 -3.798 -0.10
Cl 1.887 4.413 -4.595 -0.08
Cl -0.765 4.050 -5.681 -0.07
C 2.843 7.665 -7.240 0.30
Cl 3.529 6.217 -7.991 -0.11
Cl 1.799 8.496 -8.402 -0.11
Cl 1.894 7.196 -5.825 -0.01
Cl 4.152 8.746 -6.743 -0.10
C -4.426 4.375 -0.098 0.20
Cl -6.132 4.044 -0.432 -0.03
Cl -4.206 6.107 0.190 -0.11
Cl -3.928 3.472 1.339 -0.09
Cl -3.438 3.878 -1.475 -0.03
C -3.056 9.057 -5.748 0.17
Cl -1.318 8.743 -5.793 -0.02
Cl -3.929 7.581 -6.183 0.05
Cl -3.524 9.557 -4.117 -0.10
Cl -3.463 10.336 -6.896 -0.08
C 9.380 2.843 -1.020 0.31
Cl 11.124 2.868 -1.306 -0.10
Cl 8.808 4.491 -0.716 -0.04
Cl 8.552 2.181 -2.433 -0.04
Cl 9.028 1.833 0.394 -0.12
C -1.095 -8.943 7.599 0.34
Cl -2.192 -8.555 6.267 -0.06
Cl -1.355 -10.615 8.110 -0.10
Cl 0.578 -8.744 7.059 -0.09
Cl -1.407 -7.855 8.957 -0.12
C 2.041 -9.814 -0.493 0.28
Cl 2.129 -8.115 -0.964 -0.06
Cl 3.478 -10.266 0.433 -0.10
Cl 0.596 -10.000 0.508 -0.04
Cl 1.925 -10.829 -1.935 -0.11
C -3.004 -8.254 1.046 0.13
Cl -1.819 -7.014 0.612 0.08
Cl -4.180 -7.574 2.179 -0.08
Cl -3.841 -8.797 -0.407 -0.06
Cl -2.168 -9.614 1.811 -0.13
C 8.353 5.765 -5.007 0.20
Cl 9.182 4.408 -5.786 -0.11
Cl 7.291 6.558 -6.179 -0.06
Cl 7.396 5.169 -3.652 0.07
Cl 9.554 6.927 -4.419 -0.12
C 7.717 7.091 2.715 0.39
Cl 8.478 5.497 2.707 -0.07
Cl 6.211 7.016 3.645 -0.13
Cl 8.809 8.269 3.447 -0.09
Cl 7.355 7.572 1.050 -0.10
C -5.802 4.110 -7.038 0.21
Cl -4.046 3.923 -6.970 -0.01
Cl -6.202 5.599 -7.904 -0.08
Cl -6.512 2.727 -7.880 -0.12
Cl -6.443 4.196 -5.394 -0.01
C -6.288 -5.888 -2.545 0.24
Cl -5.847 -4.428 -3.439 -0.09
Cl -5.732 -7.314 -3.432 -0.12
Cl -5.527 -5.857 -0.952 0.14
Cl -8.049 -5.957 -2.365 -0.11
C -7.470 11.091 -7.336 0.30
Cl -6.498 9.676 -6.926 0.00
Cl -6.449 12.288 -8.149 -0.11
Cl -8.788 10.614 -8.414 -0.11
Cl -8.140 11.796 -5.860 -0.10
C -9.616 1.805 -2.107 0.30
Cl -8.915 2.853 -3.346 -0.05
Cl -9.370 2.542 -0.519 -0.10
Cl -11.346 1.608 -2.408 -0.11
Cl -8.824 0.225 -2.153 -0.06
C -6.930 -3.207 1.655 0.14
Cl -5.718 -1.998 1.208 -0.01
Cl -8.078 -2.496 2.796 -0.10
Cl -7.787 -3.742 0.207 -0.06
Cl -6.127 -4.590 2.413 -0.03
```

Calculated values
E (eV): -831119.91887
Orbital gap (eV): 7.9
LUMO (eV): -0.2

# 3
This record from OMol25 describes C31H29CaN4P2S4Se2 as an isolated structure. The level of theory is ωB97M-V/def2-TZVPD.

Geometry as XYZ:
```
73
Properties=species:S:1:pos:R:3:mulliken_charge:R:1
Ca -1.469 4.102 0.205 0.90
S -3.736 2.559 0.547 -0.40
S -4.404 3.698 -1.065 -0.12
S -4.619 5.627 -0.398 -0.09
S -2.728 6.479 -0.298 -0.60
Se -0.522 -1.765 4.597 -0.38
P -0.681 -1.508 2.515 -0.10
C -2.330 -1.952 1.924 0.68
C -2.780 -3.262 2.094 -0.33
C -4.087 -3.591 1.779 -0.76
C -4.962 -2.610 1.323 -0.49
C -4.526 -1.303 1.179 -0.53
C -3.210 -0.975 1.474 0.01
C 0.538 -2.586 1.688 0.61
C 1.853 -2.501 2.152 -0.63
C 2.832 -3.329 1.636 -0.73
C 2.514 -4.255 0.649 -0.55
C 1.212 -4.353 0.191 -0.66
C 0.224 -3.524 0.714 -0.09
C -0.363 0.178 1.936 0.71
C -0.409 0.911 0.734 -0.30
N -0.185 2.198 1.084 0.76
N -0.009 2.257 2.392 -1.09
N -0.106 1.064 2.922 -0.27
P -0.511 0.662 -1.051 1.42
Se -0.520 2.495 -2.146 -0.45
C -1.875 -0.396 -1.591 0.50
C -1.724 -1.779 -1.614 -0.29
C -2.755 -2.585 -2.070 -0.70
C -3.934 -2.005 -2.517 -0.57
C -4.078 -0.625 -2.515 -0.75
C -3.049 0.184 -2.058 -0.76
C 0.971 -0.278 -1.526 0.12
C 1.098 -0.657 -2.863 -0.48
C 2.251 -1.281 -3.302 -0.75
C 3.294 -1.522 -2.413 -0.67
C 3.170 -1.148 -1.086 -1.07
C 2.006 -0.533 -0.638 -0.21
H -2.115 -4.012 2.507 0.44
H -4.432 -4.610 1.911 0.40
H -5.988 -2.868 1.090 0.41
H -5.193 -0.521 0.839 0.48
H -2.893 0.054 1.361 -0.20
H 2.087 -1.799 2.944 0.43
H 3.847 -3.258 2.008 0.46
H 3.282 -4.904 0.244 0.39
H 0.954 -5.079 -0.570 0.42
H -0.796 -3.626 0.371 0.40
H -0.790 -2.221 -1.299 0.65
H -2.636 -3.661 -2.079 0.43
H -4.743 -2.632 -2.871 0.38
H -4.994 -0.169 -2.868 0.43
H -3.148 1.262 -2.065 0.24
H 0.294 -0.445 -3.558 0.49
H 2.343 -1.572 -4.341 0.42
H 4.200 -2.003 -2.759 0.41
H 3.975 -1.340 -0.388 0.49
H 1.906 -0.254 0.403 0.64
C 3.890 4.025 -1.127 -1.64
C 3.334 4.187 0.293 2.42
C 3.255 2.826 0.996 -1.44
C 4.172 5.177 1.108 -1.90
C 1.957 4.690 0.185 -0.20
N 0.862 5.011 0.086 -0.61
H 4.898 3.611 -1.065 0.40
H 3.937 4.983 -1.644 0.43
H 3.266 3.344 -1.707 0.28
H 4.264 2.419 1.091 0.54
H 2.649 2.138 0.410 -0.03
H 2.805 2.913 1.985 0.43
H 5.190 4.793 1.189 0.41
H 3.766 5.297 2.111 0.40
H 4.208 6.154 0.626 0.42
```

Calculated values
Total charge: -1
E (eV): -249635.85187
Energy relative to the best compared isomer or geometry (same formula, charge and spin) (eV): 0.000
Orbital gap (eV): 6.1
LUMO (eV): 2.1

# 4
This record from OMol25 describes one molecule with the formula C18H22N2O2. The level of theory is ωB97M-V/def2-TZVPD.

Geometry as XYZ:
```
44
Properties=species:S:1:pos:R:3:nbo_charge:R:1
C -7.577 -1.692 -0.086 -0.62
C -6.238 -1.021 -0.023 -0.04
C -5.065 -1.763 0.029 -0.19
C -3.833 -1.141 0.067 -0.24
C -3.746 0.249 0.054 0.13
C -4.914 1.002 0.004 -0.19
C -6.139 0.365 -0.035 -0.21
H -7.040 0.960 -0.073 0.21
H -4.855 2.077 -0.004 0.24
N -2.470 0.825 0.091 -0.61
C -2.117 2.134 0.067 0.67
O -2.875 3.077 0.035 -0.60
C -0.598 2.318 0.113 -0.31
N 0.079 1.261 -0.607 -0.62
C 1.458 1.090 -0.542 0.16
C 2.241 1.585 0.499 -0.28
C 3.596 1.318 0.548 -0.24
C 4.209 0.550 -0.434 0.31
C 3.434 0.063 -1.483 -0.25
C 2.082 0.330 -1.534 -0.24
H 1.493 -0.048 -2.358 0.21
H 3.902 -0.509 -2.269 0.22
O 5.576 0.350 -0.420 -0.54
C 6.060 -0.808 0.255 0.11
C 5.570 -2.105 -0.388 -0.64
H 6.063 -2.954 0.077 0.22
H 4.494 -2.211 -0.259 0.21
H 5.799 -2.108 -1.451 0.21
C 5.737 -0.789 1.749 -0.64
H 4.663 -0.875 1.906 0.21
H 6.231 -1.623 2.241 0.21
H 6.086 0.137 2.198 0.21
H 7.146 -0.727 0.120 0.19
H 4.193 1.727 1.348 0.22
H 1.804 2.195 1.274 0.21
H -0.276 1.146 -1.549 0.38
H -0.365 3.323 -0.266 0.21
H -0.305 2.278 1.167 0.22
H -1.698 0.169 0.122 0.42
H -2.929 -1.733 0.108 0.21
H -5.114 -2.843 0.040 0.21
H -7.512 -2.724 0.249 0.21
H -8.301 -1.165 0.532 0.22
H -7.948 -1.689 -1.111 0.22
```

Calculated values
E (eV): -26098.81164
Structure (SMILES): Cc1ccc(NC(=O)CNc2ccc(OC(C)C)cc2)cc1
Energy relative to the best compared isomer or geometry (same formula, charge and spin) (eV): 1.539
Orbital gap (eV): 8.7
LUMO (eV): 0.7

# 5
This record from OMol25 describes one molecule with the formula C13H16N2O. The level of theory is ωB97M-V/def2-TZVPD.

Geometry as XYZ:
```
32
Properties=species:S:1:pos:R:3:nbo_charge:R:1
C -3.871 2.465 -1.624 -0.23
C -3.867 1.783 -0.418 -0.21
C -2.795 0.977 -0.082 -0.23
C -1.714 0.845 -0.945 0.04
C -1.723 1.532 -2.150 -0.23
C -2.798 2.337 -2.487 -0.21
H -2.796 2.866 -3.429 0.21
H -0.883 1.423 -2.817 0.23
C -0.552 -0.024 -0.550 -0.11
H -0.928 -0.985 -0.153 0.17
O 0.293 -0.269 -1.652 -0.54
C 1.452 -1.000 -1.323 -0.06
C 2.547 -0.148 -0.659 -0.43
H 3.292 0.143 -1.401 0.21
H 2.095 0.764 -0.267 0.23
C 3.230 -0.877 0.501 -0.42
C 2.269 -1.135 1.612 0.09
C 1.957 -2.314 2.232 -0.11
N 1.011 -2.009 3.174 -0.52
C 0.790 -0.677 3.082 0.17
N 1.525 -0.128 2.159 -0.48
H 0.089 -0.152 3.700 0.20
H 0.574 -2.658 3.807 0.42
H 2.322 -3.310 2.089 0.21
H 4.046 -0.252 0.874 0.22
H 3.652 -1.826 0.161 0.21
H 1.181 -1.838 -0.662 0.16
H 1.806 -1.413 -2.271 0.19
H 0.001 0.465 0.268 0.20
H -2.792 0.445 0.859 0.20
H -4.702 1.878 0.260 0.21
H -4.710 3.093 -1.887 0.21
```

Calculated values
E (eV): -18768.11787
Structure (SMILES): c1ccc(COCCCc2c[nH]cn2)cc1
Energy relative to the best compared isomer or geometry (same formula, charge and spin) (eV): 0.904
Orbital gap (eV): 9.4
LUMO (eV): 0.7

# 6
This record from OMol25 describes a 18-piece molecular cluster, H37O18 overall in a non-equilibrium geometry. The level of theory is ωB97M-V/def2-TZVPD.

Geometry as XYZ:
```
55
Properties=species:S:1:pos:R:3:nbo_charge:R:1
O -0.486 -0.691 -3.937 -0.97
H 0.489 2.828 -1.049 0.50
H 2.539 4.501 -1.170 0.49
O 1.844 4.602 -1.825 -0.97
H -0.849 0.222 -3.972 0.51
O -1.717 1.065 -2.621 -1.01
H -1.414 1.036 -1.692 0.53
H -2.321 -0.936 -5.277 0.51
O 2.907 -4.053 2.190 -0.93
H 3.425 -3.299 2.510 0.47
H 3.626 -4.680 2.048 0.48
O -3.687 -1.988 -1.318 -0.98
H -3.928 -2.727 -0.758 0.50
H -2.908 -1.514 -1.054 0.49
O -0.472 -1.490 -1.010 -0.99
H -0.290 -2.448 -0.921 0.51
H -0.638 -1.313 -0.074 0.48
O -4.300 0.042 -3.731 -0.93
H 3.218 0.780 -0.062 0.48
H -2.161 -1.334 2.205 0.46
O 0.285 3.620 3.175 -0.93
H 0.579 2.983 3.817 0.44
H 0.165 3.126 2.356 0.49
O -0.087 -2.500 3.605 -0.94
H -0.689 -2.694 4.337 0.47
H -0.345 -0.756 -2.981 0.52
O -3.118 -1.343 2.279 -0.94
H -5.049 -0.053 -3.130 0.53
H -3.271 -0.957 3.142 0.47
O 0.286 0.970 1.708 -1.01
H 1.099 0.506 1.497 0.52
H -0.156 0.594 2.471 0.50
O 1.457 -3.175 -0.467 -0.97
H 2.129 -3.119 -1.146 0.49
H 1.817 -2.971 0.394 0.48
O -0.234 2.342 -0.651 -1.02
H 0.724 -2.464 4.112 0.47
H -0.020 1.926 0.165 0.50
O 0.407 1.070 5.117 -0.93
H 0.852 0.781 5.925 0.48
H 0.850 1.914 5.011 0.45
O 2.289 5.387 1.303 -0.97
H 1.470 5.793 1.592 0.49
H 2.903 5.248 2.024 0.48
O -2.643 -1.573 -4.609 -0.80
H -1.699 -1.694 -4.158 0.55
H -3.261 -0.852 -4.093 0.52
O 2.639 0.157 0.380 -0.98
H -1.881 2.019 -2.622 0.50
H 3.178 -0.643 0.449 0.50
O 4.073 -2.407 -0.137 -0.99
H 3.729 -3.053 0.480 0.49
H 4.785 -2.710 -0.702 0.50
H -3.507 0.328 -3.224 0.51
H 1.294 5.342 -1.605 0.48
```

Calculated values
Total charge: +1
E (eV): -37449.40402
Energy relative to the best compared isomer or geometry (same formula, charge and spin) (eV): 4.028
Orbital gap (eV): 10.8
LUMO (eV): -2.4